# 1
Below is a gas-phase ion, C5H8ClN2S (charge +1) in a non-equilibrium geometry, with properties calculated with wB97M-V/def2-TZVPD.

Values from the calculation:
calculated total energy	-1162.9156	Ha
relative energy (zero: lowest compared OMol25 entry of this formula, charge and spin)	0.206	eV
orbital gap	8.08	eV
highest occupied orbital energy	-13.97	eV

Structure (ORCA input):
```
! wB97M-V def2-TZVPD RIJCOSX def2/J DEFGRID3
* xyz 1 1
C -0.04 -1.47 2.04
C -0.14 -0.76 0.70
N -1.21 -1.07 0.05
C -1.34 -0.57 -1.22
N -0.59 0.50 -1.58
C 0.43 1.14 -0.84
S -0.18 2.62 0.04
C 0.96 0.16 0.18
Cl 2.06 -1.03 -0.66
H 1.11 -1.62 2.24
H -0.53 -2.51 1.84
H -0.64 -0.98 2.84
H -2.26 -0.77 -1.84
H -0.64 0.75 -2.56
H 1.17 1.55 -1.54
H 0.38 3.55 -0.79
H 1.46 0.53 1.08
*
```

# 2
Below is a gas-phase ion, C5H8ClN2S (charge +1) in a non-equilibrium geometry, with properties calculated with wB97M-V/def2-TZVPD.

Values from the calculation:
calculated total energy	-1162.8582	Ha
relative energy (zero: lowest compared OMol25 entry of this formula, charge and spin)	1.769	eV
orbital gap	9.10	eV
highest occupied orbital energy	-13.76	eV

Structure (ORCA input):
```
! wB97M-V def2-TZVPD RIJCOSX def2/J DEFGRID3
* xyz 1 1
C 1.66 1.13 0.80
C 2.24 -0.73 -0.55
C 0.59 0.38 1.44
C -0.39 -0.09 0.37
C -2.67 0.42 -1.11
N 2.42 0.50 0.04
N 1.01 -1.10 -0.65
S -1.11 1.07 -0.69
Cl -1.25 -1.53 0.85
H 1.76 2.19 0.79
H 3.07 -1.33 -0.93
H 0.87 -0.51 2.06
H 0.05 0.95 2.26
H -2.79 -0.10 -0.16
H -2.67 -0.47 -1.82
H -3.46 1.14 -1.46
H 0.68 -1.90 -1.24
*
```

# 3
Below is a gas-phase ion, C5H8ClN4O2 (charge +1) in a non-equilibrium geometry, with properties calculated with wB97M-V/def2-TZVPD.

Values from the calculation:
calculated total energy	-1024.5832	Ha
relative energy (zero: lowest compared OMol25 entry of this formula, charge and spin)	4.495	eV
orbital gap	8.85	eV
highest occupied orbital energy	-13.67	eV

Structure (ORCA input):
```
! wB97M-V def2-TZVPD RIJCOSX def2/J DEFGRID3
* xyz 1 1
C -1.72 -2.16 0.17
N -0.45 -1.49 0.07
C -0.13 -0.32 -0.15
C -1.09 1.10 -0.11
N -0.44 2.18 -0.75
C 0.89 2.27 -0.94
N 1.68 1.34 -0.60
C 1.36 0.02 -0.23
Cl 2.06 -1.14 -1.39
N 1.93 -0.23 1.28
O 1.93 0.66 2.05
O 2.37 -1.32 1.41
H -1.54 -2.65 1.25
H -2.66 -1.70 0.34
H -1.79 -2.87 -0.71
H 0.31 -2.14 0.21
H -2.21 0.95 -0.37
H -0.91 1.38 1.03
H -0.94 2.89 -1.25
H 1.34 3.22 -1.34
*
```

# 4
Below is a single C5H8ClNO2 molecule in a non-equilibrium geometry, with properties calculated with wB97M-V/def2-TZVPD.

Values from the calculation:
calculated total energy	-860.4943	Ha
<S²>	2.0060
relative energy (zero: lowest compared OMol25 entry of this formula, charge and spin)	2.271	eV
orbital gap (spin up / spin down)	5.89 / 6.87	eV
highest occupied orbital energy (spin up / spin down)	-5.10 / -10.03	eV

Structure (ORCA input):
```
! wB97M-V def2-TZVPD RIJCOSX def2/J DEFGRID3
* xyz 0 3
C -0.64 -1.31 0.44
C -0.31 0.11 0.61
C -1.89 0.31 -0.39
C 2.11 0.60 0.48
C 0.77 0.79 -0.28
N -1.80 -1.10 -0.19
O -0.12 -2.25 0.96
O 0.84 -0.04 -1.44
Cl -3.38 0.96 0.27
H -0.39 0.58 1.56
H -1.77 0.55 -1.47
H 2.92 1.14 -0.03
H 2.43 -0.46 0.51
H 1.93 0.94 1.43
H 0.36 1.71 -0.50
H -2.42 -1.74 -0.75
H 1.33 -0.79 -1.17
*
```

# 5
Below is a single C5H8F2 molecule in a non-equilibrium geometry, with properties calculated with wB97M-V/def2-TZVPD.

Values from the calculation:
calculated total energy	-395.0072	Ha
relative energy (zero: lowest compared OMol25 entry of this formula, charge and spin)	0.682	eV
orbital gap	9.86	eV
highest occupied orbital energy	-8.90	eV

Structure (ORCA input):
```
! wB97M-V def2-TZVPD RIJCOSX def2/J DEFGRID3
* xyz 0 1
C -1.09 -0.86 -1.53
C 0.07 -0.08 -1.01
F 0.89 0.33 -1.96
C 0.33 0.24 0.28
C -0.58 -0.30 1.41
C 1.50 1.12 0.63
F 2.03 0.77 1.85
H -1.61 -1.27 -0.67
H -1.80 -0.26 -2.10
H -0.70 -1.63 -2.22
H -1.45 0.34 1.40
H -0.01 -0.37 2.30
H -0.99 -1.37 1.07
H 2.27 1.15 -0.17
H 1.17 2.19 0.70
*
```

# 6
Below is a single C5H8F2 molecule in a non-equilibrium geometry, with properties calculated with wB97M-V/def2-TZVPD.

Values from the calculation:
calculated total energy	-394.9686	Ha
relative energy (zero: lowest compared OMol25 entry of this formula, charge and spin)	1.730	eV
orbital gap	11.52	eV
highest occupied orbital energy	-10.42	eV

Structure (ORCA input):
```
! wB97M-V def2-TZVPD RIJCOSX def2/J DEFGRID3
* xyz 0 1
C 0.62 -1.36 1.17
C -0.53 -0.91 0.23
F -1.09 -2.05 -0.29
C 0.17 -0.06 -1.02
C -0.19 1.52 -1.02
C -0.69 0.64 -2.08
F -0.05 0.77 -3.28
H 1.51 -1.79 0.65
H 0.32 -1.98 2.06
H 1.07 -0.43 1.57
H -1.40 -0.31 0.63
H 1.27 -0.51 -1.12
H -0.91 1.98 -0.27
H 0.68 2.15 -1.23
H -1.77 0.42 -2.23
*
```

# 7
Below is a single C5H8F3I molecule in a non-equilibrium geometry, with properties calculated with wB97M-V/def2-TZVPD.

Values from the calculation:
calculated total energy	-792.6249	Ha
relative energy (zero: lowest compared OMol25 entry of this formula, charge and spin)	0.000	eV
orbital gap	10.06	eV
highest occupied orbital energy	-9.67	eV

Structure (ORCA input):
```
! wB97M-V def2-TZVPD RIJCOSX def2/J DEFGRID3
* xyz 0 1
C -1.65 -0.32 -0.90
C -0.18 -0.70 -1.01
C 0.70 -0.21 0.12
C 0.17 -0.47 1.52
I 2.68 -1.08 -0.10
C 0.99 1.45 0.10
F 1.90 1.78 1.01
F 1.42 1.84 -1.10
F -0.13 2.13 0.37
H -2.12 -0.81 -0.04
H -2.17 -0.64 -1.79
H -1.78 0.76 -0.79
H 0.22 -0.35 -1.96
H -0.11 -1.80 -1.01
H 0.86 -0.11 2.27
H -0.78 0.06 1.65
H 0.00 -1.53 1.68
*
```

# 8
Below is a single C5H8F3NO2 molecule in a non-equilibrium geometry, with properties calculated with wB97M-V/def2-TZVPD.

Values from the calculation:
calculated total energy	-699.9927	Ha
relative energy (zero: lowest compared OMol25 entry of this formula, charge and spin)	4.227	eV
orbital gap (spin up / spin down)	6.07 / 7.60	eV
highest occupied orbital energy (spin up / spin down)	-6.37 / -7.37	eV

Structure (ORCA input):
```
! wB97M-V def2-TZVPD RIJCOSX def2/J DEFGRID3
* xyz 0 1
C -1.74 -0.14 0.31
C 2.71 1.07 0.27
C 1.43 0.22 0.54
C 0.54 0.16 -0.55
C -3.26 -0.54 0.10
N 1.05 0.33 -1.84
O -0.71 -0.32 -0.64
O -1.29 -0.57 1.53
F -3.92 -0.02 1.13
F -3.53 -1.92 0.03
F -3.93 -0.14 -1.05
H 2.33 1.82 -0.30
H 3.06 1.40 1.17
H 3.43 0.42 -0.16
H 0.82 0.58 1.49
H 1.79 -0.74 0.77
H 2.09 0.13 -1.81
H 0.67 -0.12 -2.61
H -1.53 -1.61 1.65
*
```